21
Properties=species:S:1:pos:R:3:forces:R:3:mulliken_charge:R:1 method="wB97M-V/def2-TZVPD" charge=+1 smiles="CCC[C@@H]([NH3+])C(N)=O" homo_lumo_gap_ev=11.06 homo_ev=-14.39 relative_energy_kcal_mol=37.4
O -0.714 1.215 2.785 0.4 -0.4 -0.8 -0.60
N 1.471 0.732 2.273 -0.7 0.0 -0.2 -0.38
N -1.626 1.364 0.235 0.7 -3.9 2.3 -0.23
C -0.184 -0.509 -0.075 0.1 -0.7 -1.2 -1.06
C 0.341 -2.055 -2.082 -1.6 2.9 1.4 -1.19
C 0.489 -0.568 -1.466 0.9 -1.6 -0.5 -0.49
C -0.240 0.889 0.445 2.3 1.4 1.4 0.22
C 0.135 0.893 1.963 0.0 1.4 0.8 0.29
H -2.223 0.835 0.895 0.2 0.4 0.2 0.34
H 1.037 -2.192 -2.849 0.6 -0.1 -1.6 0.40
H 0.485 1.688 0.023 -1.2 -1.6 0.0 0.41
H 2.105 0.255 1.596 -0.6 0.9 1.3 0.24
H 0.647 -2.758 -1.322 -0.5 -0.3 0.4 0.34
H 0.243 0.273 -2.161 -0.7 -0.8 0.4 0.37
H -0.732 -2.090 -2.390 1.0 -0.8 0.1 0.32
H -1.879 1.034 -0.644 -0.8 0.1 -2.4 0.32
H 0.316 -1.154 0.692 -0.4 0.2 -1.0 0.45
H -1.258 -0.841 -0.173 1.1 -0.2 0.2 0.31
H -1.730 2.284 0.418 -0.7 4.1 0.4 0.30
H 1.565 -0.383 -1.392 0.1 -0.1 0.6 0.36
H 1.750 1.089 3.230 -0.2 -1.1 -1.8 0.29